Formula: H28O14
Source: the OMol25 dataset
Level of theory: ωB97M-V/def2-TZVPD

Summary:
- energy above the lowest of the compared OMol25 structures with the same formula, charge and spin (kJ/mol) = 415.97
- LUMO level (eV) = -0.3
- DFT total energy (eV) = -29117.340
- highest occupied orbital energy (eV) = -9.24

ORCA input file:
```
! RIJCOSX wB97M-V def2-TZVPD def2/J DEFGRID3
* xyz 0 1
O 19.36 36.31 5.62
H 20.11 35.95 5.38
H 19.74 36.91 6.22
O 18.54 30.09 4.74
H 19.20 29.85 5.55
H 18.99 30.08 3.94
O 21.35 34.14 0.58
H 21.01 33.70 1.45
H 21.26 34.95 0.75
O 21.58 36.72 2.77
H 21.94 37.22 2.04
H 20.68 36.38 2.51
O 22.93 32.86 3.94
H 22.60 33.68 4.30
H 22.34 32.50 3.34
O 19.91 33.51 2.99
H 19.19 34.03 3.38
H 19.84 32.72 3.46
O 19.75 30.08 2.26
H 20.65 30.28 2.17
H 19.36 29.70 1.56
O 17.56 32.27 6.07
H 17.89 31.70 5.39
H 18.30 32.87 6.54
O 18.91 36.51 1.06
H 19.04 37.19 1.72
H 18.28 35.98 1.53
O 17.26 33.92 4.05
H 16.94 33.48 4.90
H 16.86 34.77 3.95
O 19.13 33.35 -0.10
H 18.35 33.51 0.53
H 19.87 34.05 0.12
O 20.26 33.06 6.68
H 20.65 32.38 6.10
H 20.35 33.91 6.17
O 16.94 34.08 1.29
H 16.55 33.22 1.12
H 16.73 34.09 2.26
O 21.66 30.93 5.46
H 22.19 31.54 4.85
H 21.61 30.09 4.96
*
```

=====

Formula: C48H127AgF3N11O13Pd
Source: the OMol25 dataset
Level of theory: ωB97M-V/def2-TZVPD

Summary:
- energy above the lowest of the compared OMol25 structures with the same formula, charge and spin (kJ/mol) = 0.00
- LUMO level (alpha / beta) (eV) = -7.3 / -8.3
- DFT total energy (eV) = -110455.843
- highest occupied orbital energy (alpha / beta) (eV) = -11.61 / -11.61

ORCA input file:
```
! RIJCOSX wB97M-V def2-TZVPD def2/J DEFGRID3
* xyz 2 3
Pd 14.48 -1.08 -7.44
Ag 14.08 0.13 -4.14
C 17.09 -2.17 -5.83
O 17.34 -2.67 -7.09
O 15.87 -1.54 -5.83
C 17.17 -3.23 -4.75
F 18.25 -3.99 -4.74
F 17.05 -2.66 -3.55
F 16.13 -4.10 -4.90
C 18.66 -2.97 -7.58
C 18.51 -3.93 -8.73
H 18.15 -4.91 -8.42
H 17.74 -3.53 -9.42
H 19.38 -3.93 -9.38
H 19.24 -3.50 -6.82
H 19.19 -2.05 -7.83
H 17.89 -1.44 -5.57
C 15.43 -1.02 -1.03
C 14.68 -2.18 -1.62
C 13.38 -2.52 -0.88
O 13.52 -2.54 0.48
C 14.07 -3.76 0.96
N 14.34 -1.94 -3.04
H 15.58 -1.20 0.03
H 14.83 -0.10 -1.11
H 16.40 -0.85 -1.51
H 15.28 -3.10 -1.56
H 12.96 -3.46 -1.29
H 12.63 -1.76 -1.12
H 14.30 -3.71 2.02
H 15.01 -4.02 0.45
H 13.35 -4.57 0.82
H 15.09 -2.10 -3.69
H 13.49 -2.44 -3.29
C 12.69 -4.13 -8.24
C 14.08 -4.06 -7.62
C 14.79 -5.39 -7.66
O 15.02 -5.66 -9.01
C 15.80 -6.83 -9.21
N 14.89 -3.02 -8.34
H 11.98 -4.58 -7.55
H 12.61 -4.66 -9.19
H 12.28 -3.13 -8.43
H 13.95 -3.76 -6.57
H 14.13 -6.17 -7.23
H 15.70 -5.40 -7.05
H 15.24 -7.71 -8.89
H 16.77 -6.83 -8.70
H 16.00 -6.96 -10.28
H 14.82 -3.27 -9.33
H 15.85 -3.27 -8.09
C 26.79 -5.85 -10.11
C 25.45 -5.29 -10.58
C 24.33 -5.59 -9.60
O 23.05 -5.36 -10.13
C 22.04 -5.89 -9.31
N 25.63 -3.83 -10.80
H 27.51 -5.64 -10.89
H 26.68 -6.91 -9.89
H 27.11 -5.36 -9.19
H 25.19 -5.71 -11.56
H 24.49 -5.02 -8.67
H 24.46 -6.64 -9.26
H 21.04 -5.82 -9.75
H 22.09 -5.43 -8.32
H 22.24 -6.96 -9.15
H 25.84 -3.46 -9.87
H 24.74 -3.38 -11.01
C 17.42 -9.54 -6.53
C 17.60 -8.74 -5.25
C 18.15 -7.36 -5.51
O 19.46 -7.46 -6.08
C 20.19 -6.27 -5.93
N 16.36 -8.69 -4.47
H 18.38 -9.57 -7.05
H 16.68 -9.09 -7.21
H 17.07 -10.55 -6.34
H 18.33 -9.29 -4.66
H 18.22 -6.78 -4.58
H 17.55 -6.77 -6.23
H 21.21 -6.46 -6.27
H 20.29 -6.01 -4.87
H 19.77 -5.45 -6.51
H 15.56 -8.36 -5.00
H 16.55 -8.05 -3.70
C 22.17 -1.94 -8.86
C 21.76 -1.87 -10.32
C 21.79 -0.46 -10.87
O 21.42 -0.40 -12.22
C 20.55 0.66 -12.52
N 22.65 -2.71 -11.13
H 21.64 -1.19 -8.28
H 23.25 -1.82 -8.78
H 21.88 -2.92 -8.48
H 20.71 -2.25 -10.43
H 22.82 -0.08 -10.73
H 21.18 0.19 -10.22
H 20.96 1.62 -12.20
H 19.56 0.47 -12.07
H 20.40 0.71 -13.60
H 22.28 -2.61 -12.08
H 22.56 -3.71 -10.92
C 17.90 3.15 -5.15
C 17.82 1.74 -4.57
C 18.29 1.68 -3.15
O 19.65 1.97 -3.15
C 20.26 2.03 -1.89
N 16.43 1.20 -4.70
H 18.95 3.35 -5.36
H 17.61 3.84 -4.36
H 17.28 3.26 -6.03
H 18.46 1.06 -5.14
H 18.12 0.68 -2.70
H 17.73 2.38 -2.50
H 20.03 2.98 -1.38
H 21.33 2.06 -2.04
H 19.91 1.22 -1.23
H 16.54 0.20 -4.81
H 16.06 1.52 -5.59
C 17.34 -5.11 -1.03
C 17.34 -6.54 -0.51
C 16.39 -6.70 0.66
O 16.81 -5.86 1.71
C 16.12 -5.99 2.92
N 17.01 -7.42 -1.65
H 18.06 -4.99 -1.83
H 17.57 -4.41 -0.22
H 16.35 -4.84 -1.41
H 18.35 -6.80 -0.19
H 16.32 -7.74 1.01
H 15.34 -6.48 0.37
H 16.43 -5.22 3.62
H 16.26 -6.99 3.35
H 15.02 -5.93 2.80
H 15.99 -7.39 -1.80
H 17.17 -8.38 -1.37
C 13.64 -6.16 -3.84
C 13.40 -6.50 -2.38
C 11.92 -6.42 -2.09
O 11.71 -6.56 -0.71
C 10.37 -6.37 -0.32
N 13.95 -7.84 -2.11
H 13.51 -5.09 -4.03
H 13.02 -6.78 -4.49
H 14.69 -6.35 -4.10
H 13.91 -5.78 -1.73
H 11.38 -7.23 -2.61
H 11.47 -5.48 -2.44
H 10.36 -6.36 0.77
H 9.75 -7.20 -0.69
H 9.97 -5.44 -0.73
H 13.54 -8.46 -2.81
H 13.47 -8.21 -1.28
C 24.72 -3.69 -4.99
C 23.79 -2.86 -5.83
C 22.54 -2.47 -5.02
O 21.76 -1.56 -5.77
C 20.73 -1.00 -5.02
N 24.49 -1.70 -6.33
H 24.30 -4.64 -4.66
H 25.07 -3.18 -4.09
H 25.63 -3.94 -5.53
H 23.43 -3.43 -6.69
H 22.87 -2.06 -4.06
H 21.91 -3.36 -4.84
H 21.12 -0.34 -4.24
H 20.07 -1.77 -4.59
H 20.04 -0.40 -5.62
H 24.99 -1.19 -5.61
H 23.91 -1.05 -6.84
C 19.01 -6.44 -12.53
C 18.50 -5.01 -12.35
C 19.53 -3.95 -12.66
O 19.91 -4.11 -13.99
C 20.83 -3.13 -14.42
N 17.30 -4.77 -13.18
H 19.20 -6.62 -13.59
H 18.35 -7.17 -12.08
H 20.01 -6.55 -12.09
H 18.14 -4.89 -11.32
H 20.39 -4.08 -12.00
H 19.08 -2.96 -12.49
H 20.80 -3.04 -15.51
H 21.86 -3.37 -14.14
H 20.57 -2.14 -14.01
H 16.70 -5.59 -13.15
H 17.58 -4.75 -14.16
C 17.27 -0.68 -10.82
C 17.03 -0.59 -9.32
C 18.02 0.30 -8.60
O 17.66 1.63 -8.87
C 18.71 2.58 -8.65
N 15.64 -0.11 -9.05
H 16.51 -1.29 -11.32
H 18.20 -1.20 -11.01
H 17.22 0.29 -11.32
H 17.13 -1.59 -8.92
H 19.03 0.07 -8.94
H 17.95 0.12 -7.51
H 19.25 2.30 -7.74
H 18.28 3.57 -8.55
H 19.43 2.54 -9.47
H 15.75 0.87 -8.75
H 15.12 0.00 -9.92
*
```

=====

Formula: C2H2O3Rb
Source: the OMol25 dataset
Level of theory: ωB97M-V/def2-TZVPD

Summary:
- energy above the lowest of the compared OMol25 structures with the same formula, charge and spin (kJ/mol) = 0.00
- LUMO level (alpha / beta) (eV) = -0.9 / -1.0
- DFT total energy (eV) = -8901.987
- highest occupied orbital energy (alpha / beta) (eV) = -5.40 / -8.45

ORCA input file:
```
! RIJCOSX wB97M-V def2-TZVPD def2/J DEFGRID3
* xyz 0 2
O -1.63 -2.73 1.29
C -0.89 -1.81 1.55
O -0.20 -0.88 0.83
C 0.22 1.02 -1.41
O 0.83 1.87 -0.75
H -0.88 0.98 -1.38
H 0.75 0.46 -2.21
Rb 1.81 1.09 2.08
*
```

=====

Formula: C29H53BrF3IN3O13
Source: the OMol25 dataset
Level of theory: ωB97M-V/def2-TZVPD

Summary:
- energy above the lowest of the compared OMol25 structures with the same formula, charge and spin (kJ/mol) = 0.00
- LUMO level (eV) = -3.5
- DFT total energy (eV) = -148306.492
- highest occupied orbital energy (eV) = -11.14

ORCA input file:
```
! RIJCOSX wB97M-V def2-TZVPD def2/J DEFGRID3
* xyz 1 1
O 2.54 -6.86 1.23
C 3.74 -6.47 1.89
C 4.56 -5.66 0.92
C 4.55 -4.13 1.18
C 3.90 -3.32 0.06
C 4.79 -2.93 -1.13
C 6.09 -3.74 -1.27
C 6.41 -4.21 -2.71
I 8.42 -3.72 -3.21
C 2.50 -3.87 -0.25
N 1.49 -2.76 -0.08
C 0.70 -2.49 -1.32
C -0.85 -2.59 -1.06
C -1.57 -3.65 -1.79
F -2.15 -3.27 -2.97
C -1.84 -4.93 -1.37
F -0.91 -5.88 -1.20
F -3.06 -5.40 -1.11
C 2.20 -1.74 0.46
N 1.76 -0.54 0.83
Br 0.03 0.06 0.66
N 3.47 -2.03 0.69
H 1.95 -7.28 1.85
H 3.54 -5.95 2.83
H 4.29 -7.38 2.12
H 4.24 -5.85 -0.09
H 5.59 -5.99 1.00
H 3.94 -3.96 2.06
H 5.54 -3.79 1.43
H 5.06 -1.88 -1.12
H 4.20 -3.07 -2.03
H 6.92 -3.11 -0.99
H 6.10 -4.64 -0.67
H 6.27 -5.28 -2.78
H 5.78 -3.76 -3.46
H 2.16 -4.67 0.39
H 2.53 -4.30 -1.24
H 0.96 -1.53 -1.76
H 0.92 -3.24 -2.06
H -0.99 -2.68 0.01
H -1.28 -1.64 -1.33
H 2.39 0.12 1.25
H 4.12 -1.26 0.73
C -2.20 4.89 4.56
C -3.46 4.19 5.01
O -3.76 3.04 4.19
C -3.00 1.98 4.40
O -2.11 1.87 5.19
O -3.39 1.02 3.54
C -2.60 -0.16 3.61
H -2.26 5.15 3.50
H -2.04 5.80 5.14
H -1.33 4.25 4.68
H -4.31 4.86 4.88
H -3.42 3.91 6.06
H -2.56 -0.56 4.62
H -1.59 0.05 3.25
H -3.07 -0.89 2.96
C 0.39 -2.93 -7.17
C 0.38 -2.21 -5.84
O 1.66 -2.28 -5.18
C 2.61 -1.50 -5.68
O 2.48 -0.72 -6.58
O 3.75 -1.75 -5.03
C 4.88 -1.05 -5.57
H 0.71 -3.96 -7.04
H -0.61 -2.92 -7.61
H 1.08 -2.45 -7.87
H -0.32 -2.69 -5.17
H 0.07 -1.17 -5.96
H 4.72 0.02 -5.60
H 5.09 -1.42 -6.57
H 5.73 -1.27 -4.92
C -7.24 4.36 3.02
C -8.60 4.95 2.74
O -9.48 4.83 3.87
C -9.24 5.65 4.88
O -8.37 6.48 4.93
O -10.12 5.40 5.84
C -9.93 6.16 7.04
H -7.33 3.32 3.34
H -6.61 4.40 2.13
H -6.73 4.89 3.82
H -9.08 4.42 1.93
H -8.52 6.00 2.45
H -9.91 7.22 6.82
H -9.01 5.86 7.53
H -10.77 5.93 7.68
C 1.84 6.93 -1.43
C 0.54 6.24 -1.06
O 0.23 5.14 -1.95
C 0.95 4.05 -1.78
O 1.80 3.86 -0.96
O 0.55 3.15 -2.69
C 1.31 1.95 -2.67
H 1.81 7.26 -2.47
H 2.00 7.79 -0.79
H 2.69 6.25 -1.32
H -0.29 6.93 -1.17
H 0.55 5.88 -0.03
H 1.32 1.53 -1.67
H 2.33 2.14 -3.01
H 0.84 1.26 -3.36
*
```

=====

Formula: C5H10N2O
Source: the OMol25 dataset
Level of theory: ωB97M-V/def2-TZVPD

Summary:
- energy above the lowest of the compared OMol25 structures with the same formula, charge and spin (kJ/mol) = 128.37
- SMILES string = Cc1c[nH]cn1.CO
- LUMO level (eV) = 0.8
- DFT total energy (eV) = -10373.975
- highest occupied orbital energy (eV) = -8.68

ORCA input file:
```
! RIJCOSX wB97M-V def2-TZVPD def2/J DEFGRID3
* xyz 0 1
C 1.27 1.31 0.24
C -0.16 0.99 0.28
C -1.16 1.71 0.91
N -2.35 1.12 0.55
C -2.05 0.08 -0.30
N -0.77 0.06 -0.49
H 1.67 2.12 0.86
H 1.77 1.59 -0.69
H 1.82 0.43 0.60
H -1.21 2.56 1.56
H -3.23 1.35 1.00
H -2.77 -0.52 -0.81
C 1.50 -2.35 -0.92
O 2.71 -2.15 -0.20
H 0.89 -1.45 -1.02
H 1.84 -2.81 -1.84
H 0.76 -3.06 -0.50
H 2.54 -1.98 0.75
*
```

=====

Formula: C4H11N3
Source: the OMol25 dataset
Level of theory: ωB97M-V/def2-TZVPD

Summary:
- energy above the lowest of the compared OMol25 structures with the same formula, charge and spin (kJ/mol) = 329.05
- LUMO level (eV) = 0.8
- DFT total energy (eV) = -8794.209
- highest occupied orbital energy (eV) = -6.84

ORCA input file:
```
! RIJCOSX wB97M-V def2-TZVPD def2/J DEFGRID3
* xyz 0 1
C -0.24 0.47 0.71
C -0.44 2.84 -0.19
N -0.25 -0.45 -0.38
N 0.36 1.61 -0.08
C 0.16 -1.75 -0.20
N 0.51 -2.37 -1.41
C 0.21 -2.41 0.98
H 0.31 0.61 -0.97
H 1.31 1.81 0.23
H 0.42 -3.38 -1.38
H 0.00 -1.99 -2.20
H -1.24 0.76 1.07
H 0.40 0.22 1.57
H 0.06 3.54 -0.86
H -1.41 2.56 -0.60
H -0.59 3.31 0.78
H 0.51 -3.45 1.02
H -0.07 -1.95 1.91
*
```

=====

Formula: C30H25AuN3O3PS
Source: the OMol25 dataset
Level of theory: ωB97M-V/def2-TZVPD

Summary:
- LUMO level (eV) = -8.6
- DFT total energy (eV) = -65930.003
- highest occupied orbital energy (eV) = -14.73

ORCA input file:
```
! RIJCOSX wB97M-V def2-TZVPD def2/J DEFGRID3
* xyz 2 1
Au 0.15 -0.11 0.32
C -2.06 -3.60 -1.53
C -1.06 -4.27 -2.21
C 0.22 -3.73 -2.26
C 0.47 -2.52 -1.62
N -0.51 -1.90 -0.95
C -1.72 -2.41 -0.89
C 1.79 -1.87 -1.62
C 2.87 -2.31 -2.38
C 4.09 -1.65 -2.28
C 4.21 -0.57 -1.41
C 3.09 -0.19 -0.69
N 1.93 -0.82 -0.81
H -3.06 -3.98 -1.46
H -1.26 -5.22 -2.69
H 1.01 -4.25 -2.78
H -2.45 -1.86 -0.32
H 2.77 -3.14 -3.06
H 4.93 -1.98 -2.85
H 5.14 -0.04 -1.28
H 3.11 0.64 0.01
O -0.20 2.73 2.60
C -0.38 1.59 2.96
N -0.73 0.56 2.17
S -0.60 -0.93 2.93
O 0.55 -1.51 2.24
O -1.81 -1.66 2.82
C -0.24 -0.25 4.53
C -0.11 -0.87 5.75
C 0.10 -0.05 6.85
C 0.18 1.33 6.71
C 0.07 1.94 5.47
C -0.17 1.12 4.38
H -0.17 -1.94 5.84
H 0.21 -0.49 7.83
H 0.33 1.95 7.58
H 0.13 3.01 5.35
C -1.87 2.75 -0.18
P -0.70 1.69 -1.06
C 0.72 2.69 -1.52
C 1.04 3.04 -2.83
C 2.17 3.81 -3.06
C 2.98 4.20 -2.01
C 2.66 3.85 -0.70
C 1.53 3.10 -0.45
C -1.43 0.90 -2.50
C -0.56 0.21 -3.35
C -1.07 -0.51 -4.41
C -2.45 -0.59 -4.60
C -3.31 0.07 -3.73
C -2.81 0.82 -2.68
H -2.21 3.55 -0.83
H -1.33 3.17 0.68
H -2.70 2.15 0.18
H 0.40 2.75 -3.65
H 2.42 4.10 -4.07
H 3.88 4.77 -2.21
H 3.28 4.17 0.12
H 1.25 2.82 0.55
H 0.50 0.26 -3.17
H -0.40 -1.02 -5.09
H -2.84 -1.17 -5.41
H -4.37 0.00 -3.88
H -3.48 1.36 -2.03
*
```